{"formula": "C3H11NS2", "method": "ωB97M-V/def2-TZVPD", "species": ["C", "N", "C", "H", "H", "H", "H", "H", "H", "H", "C", "S", "S", "H", "H", "H", "H"], "coordinates": [[1.42857, -0.59777, 0.75585], [1.09472, 0.69103, 0.22936], [1.13652, 1.80012, 1.16038], [2.50465, -0.68620, 1.02009], [1.14143, -1.42908, 0.12262], [0.96491, -0.67330, 1.73590], [1.28928, 1.06871, -0.67928], [1.72920, 2.63836, 0.77759], [0.19415, 2.29851, 1.45334], [1.60830, 1.51898, 2.10255], [-2.17468, -0.35074, -0.46330], [-1.32196, -1.84775, -0.92269], [-0.80197, -1.67117, -2.95028], [-2.73420, 0.15533, -1.24898], [-2.87883, -0.70036, 0.29605], [-1.49526, 0.37100, -0.02628], [-1.68481, -2.58568, -3.36293]], "fmax_ev_per_a": 2.062, "homo_lumo_gap_ha": 0.324, "relative_energy_kcal_mol": 22.67, "energy_ev": -26448.9775, "e_homo_ev": -8.227, "molar_mass_g_mol": 125.26, "lumo_energy_ha": 0.02136, "smiles": "CNC.CSS"}